No. 1
Computed, not measured: C43H49NO2PS2Ta as an isolated structure at a distorted geometry, with ωB97M-V/def2-TZVPD.

```
99
Properties=species:S:1:pos:R:3
Ta 0.422 -0.376 -0.837
C 0.975 -2.649 -0.369
C 1.702 -1.931 0.633
C 2.732 -1.205 -0.003
C 2.645 -1.426 -1.383
C 1.524 -2.291 -1.630
C 1.292 -3.055 -2.893
C 3.626 -1.042 -2.435
C 3.805 -0.478 0.724
C 1.585 -2.076 2.113
C 0.074 -3.830 -0.179
H 2.015 -3.873 -2.953
H 1.423 -2.433 -3.779
H 0.293 -3.483 -2.925
H 4.201 -1.929 -2.711
H 4.331 -0.283 -2.100
H 3.128 -0.693 -3.337
H 4.448 -1.205 1.229
H 3.381 0.157 1.502
H 4.432 0.120 0.069
H 2.291 -2.841 2.449
H 0.598 -2.381 2.430
H 1.840 -1.148 2.626
H 0.554 -4.710 -0.612
H -0.897 -3.710 -0.661
H -0.076 -4.032 0.878
O 1.125 0.387 -2.561
N 0.606 1.374 -3.319
C 1.147 1.561 -4.543
C 0.660 2.538 -5.360
C -0.402 3.326 -4.902
C -0.934 3.108 -3.654
C -0.420 2.099 -2.831
S -0.977 1.764 -1.256
H 1.955 0.890 -4.793
H 1.091 2.682 -6.339
H -0.809 4.104 -5.535
H -1.759 3.696 -3.278
C -1.746 -2.613 5.219
C -1.666 -3.356 4.048
C -1.625 -2.716 2.821
C -1.650 -1.320 2.734
C -1.759 -0.588 3.912
C -1.802 -1.230 5.142
P -1.660 -0.580 1.048
C -2.517 1.011 1.284
C -1.908 2.034 2.006
C -2.524 3.268 2.137
C -3.754 3.497 1.535
C -4.365 2.483 0.810
C -3.751 1.246 0.681
C -2.831 -1.605 0.159
C -3.972 -2.110 0.736
C -4.919 -2.781 -0.050
C -4.726 -2.894 -1.400
C -3.574 -2.368 -2.025
C -3.397 -2.447 -3.427
C -2.275 -1.914 -3.989
C -1.279 -1.333 -3.180
C -1.363 -1.239 -1.799
C -2.575 -1.737 -1.232
H -1.783 -3.109 6.179
H -1.652 -4.438 4.087
H -1.608 -3.312 1.922
H -1.840 0.489 3.895
H -1.898 -0.641 6.045
H -0.952 1.865 2.484
H -2.049 4.052 2.714
H -4.237 4.460 1.636
H -5.326 2.654 0.343
H -4.234 0.467 0.107
H -4.150 -1.981 1.797
H -5.809 -3.188 0.412
H -5.468 -3.389 -2.016
H -4.159 -2.920 -4.034
H -2.130 -1.949 -5.061
H -0.399 -0.980 -3.706
C 1.350 1.316 4.023
C 1.627 2.739 3.559
C 2.353 2.814 2.224
S 1.206 2.530 0.843
O 1.332 1.006 0.552
C 2.084 3.360 -0.523
C 3.333 2.690 -1.072
C 4.630 3.001 -0.337
H 0.771 1.312 4.945
H 2.283 0.783 4.212
H 0.780 0.750 3.279
H 2.248 3.259 4.291
H 0.699 3.317 3.502
H 3.164 2.087 2.146
H 2.769 3.806 2.040
H 2.265 4.368 -0.139
H 1.313 3.450 -1.284
H 3.426 3.028 -2.108
H 3.153 1.615 -1.132
H 4.791 4.079 -0.272
H 5.480 2.578 -0.872
H 4.649 2.595 0.674
```

As for the net charge: +2. As for the energy above the lowest of the compared OMol25 structures with the same formula, charge and spin: 0.0 kcal/mol.

=====

No. 2
Computed, not measured: C39H50Br2CrN4O2SSi4Te2 as an isolated structure at a distorted geometry, with ωB97M-V/def2-TZVPD.

```
105
Properties=species:S:1:pos:R:3
Cr -0.272 0.912 1.428
N -3.115 0.579 4.999
C -2.039 1.246 4.459
S -0.545 1.229 5.319
N -2.323 1.882 3.343
N -1.178 2.311 2.644
C -0.974 3.567 2.661
C 0.031 4.284 1.892
C 0.028 5.682 1.949
C 0.954 6.435 1.260
C 1.914 5.770 0.488
C 1.935 4.393 0.412
C 0.993 3.609 1.117
O 1.040 2.308 1.003
H -3.047 0.378 5.981
H -4.024 0.803 4.629
H -1.629 4.153 3.300
H -0.733 6.172 2.550
H 0.935 7.515 1.310
H 2.652 6.343 -0.062
H 2.660 3.871 -0.199
C 2.963 0.995 2.745
C 2.159 -0.210 3.119
C 2.742 -1.208 3.946
C 2.024 -2.282 4.352
C 0.683 -2.416 3.942
C -0.191 -3.474 4.309
Br 0.419 -4.852 5.471
C -1.458 -3.528 3.837
C -1.940 -2.518 2.971
Br -3.698 -2.634 2.319
C -1.161 -1.452 2.586
O -1.542 -0.522 1.770
C 0.180 -1.412 3.106
N 0.922 -0.329 2.709
H 3.958 0.931 3.188
H 2.470 1.896 3.105
H 3.054 1.082 1.663
H 3.771 -1.083 4.254
H 2.469 -3.032 4.994
H -2.113 -4.340 4.119
Te -1.604 1.960 -0.586
C -3.281 0.703 -0.706
C -3.616 0.142 -1.930
C -4.785 -0.599 -2.054
C -5.623 -0.760 -0.958
C -5.270 -0.213 0.271
C -4.092 0.514 0.406
C -2.750 3.733 -0.048
C -2.472 4.849 -0.838
C -3.063 6.079 -0.562
C -3.936 6.202 0.508
C -4.208 5.097 1.309
C -3.616 3.868 1.039
H -2.964 0.271 -2.785
H -5.038 -1.047 -3.007
H -6.543 -1.322 -1.057
H -5.900 -0.371 1.137
H -3.786 0.884 1.379
H -1.787 4.759 -1.672
H -2.834 6.939 -1.180
H -4.399 7.157 0.725
H -4.876 5.193 2.156
H -3.816 3.028 1.690
C -1.207 -3.132 -3.570
Si 0.287 -2.102 -4.001
C 1.132 -2.892 -5.470
C -0.301 -0.430 -4.573
Si 1.616 -1.897 -2.110
Te 0.467 -0.274 -0.718
Si 3.670 -1.020 -2.727
C 4.614 -2.075 -3.950
C 4.752 -0.748 -1.233
C 3.345 0.634 -3.526
Si 1.878 -4.003 -1.199
C 0.302 -4.622 -0.428
C 2.404 -5.215 -2.531
C 3.203 -4.057 0.112
H -2.007 -3.005 -4.307
H -1.597 -2.840 -2.587
H -0.950 -4.197 -3.518
H 0.394 -3.104 -6.251
H 1.632 -3.832 -5.207
H 1.891 -2.223 -5.891
H -1.161 -0.522 -5.246
H 0.496 0.105 -5.102
H -0.592 0.193 -3.722
H 4.973 -3.002 -3.487
H 5.481 -1.525 -4.330
H 3.987 -2.358 -4.803
H 5.205 -1.686 -0.893
H 4.147 -0.358 -0.406
H 5.552 -0.030 -1.439
H 2.961 0.508 -4.546
H 4.244 1.259 -3.568
H 2.580 1.169 -2.953
H -0.397 -4.996 -1.183
H -0.205 -3.809 0.108
H 0.502 -5.425 0.288
H 1.622 -5.346 -3.289
H 2.623 -6.194 -2.091
H 3.305 -4.863 -3.049
H 3.072 -3.249 0.842
H 4.202 -3.945 -0.326
H 3.165 -5.010 0.650
```

The expectation value of S² is 3.81. As for the net charge: -1. As for the spin multiplicity: 4. As for the energy above the lowest of the compared OMol25 structures with the same formula, charge and spin: 31.6 kcal/mol.